{"formula": "C21H45N2OP3SSm", "method": "ωB97M-V with the def2-TZVPD basis set", "s2": 8.765, "orbital_gap_ev": [3.156, 3.408], "total_charge": 3, "multiplicity": 6, "e_homo_ev": [-14.055, -14.055], "elements": ["Sm", "P", "P", "P", "H", "C", "C", "H", "C", "C", "C", "C", "C", "C", "C", "C", "C", "H", "H", "H", "H", "H", "H", "H", "H", "H", "H", "H", "H", "H", "H", "H", "H", "H", "H", "H", "H", "H", "H", "H", "H", "H", "H", "H", "H", "H", "C", "C", "C", "C", "C", "C", "O", "H", "H", "H", "H", "H", "H", "S", "C", "N", "C", "C", "C", "N", "H", "H", "H", "H", "H", "H", "H", "H"], "xyz": [[0.546394, -0.552965, 0.073700], [-0.185604, -2.242985, 2.245502], [-1.907488, -0.571462, -1.440472], [-0.824347, 1.490590, 1.531622], [2.660272, 0.783872, -1.069744], [2.444656, 1.071820, -0.022191], [2.704852, 0.269246, 1.072207], [3.283300, -0.671329, 1.039663], [0.513679, -3.938402, 2.196488], [-1.978971, -2.608759, 2.440744], [0.251412, -1.696043, 3.943829], [-1.928544, 0.565430, -2.878480], [-2.105156, -2.211311, -2.239873], [-3.599321, -0.306839, -0.779741], [0.236515, 2.334928, 2.765930], [-2.338687, 1.092836, 2.486221], [-1.367958, 2.870196, 0.457868], [2.113794, 2.110348, 0.071250], [2.540381, 0.604043, 2.098006], [1.609440, -3.887304, 2.227839], [0.223852, -4.430106, 1.259305], [0.147568, -4.525794, 3.051653], [-2.352502, -3.065316, 1.514697], [-2.541337, -1.680895, 2.607827], [-2.154924, -3.301899, 3.280032], [1.332623, -1.524975, 3.990786], [-0.025260, -2.447127, 4.697380], [-0.246716, -0.747185, 4.174594], [-2.803749, 0.355174, -3.512602], [-1.009479, 0.432056, -3.465800], [-1.963596, 1.610345, -2.538089], [-2.907752, -2.151174, -2.993690], [-2.366485, -2.953073, -1.472090], [-1.159226, -2.524121, -2.702642], [-4.344916, -0.528156, -1.559101], [-3.721249, 0.729874, -0.438292], [-3.762145, -0.973275, 0.079255], [-0.244111, 3.268452, 3.084557], [1.214439, 2.555455, 2.319996], [0.387525, 1.676932, 3.631425], [-2.783076, 2.002608, 2.922118], [-2.088623, 0.394318, 3.298542], [-3.078849, 0.615330, 1.826522], [-1.686629, 3.734833, 1.054893], [-2.191635, 2.555342, -0.194531], [-0.519359, 3.167720, -0.169857], [-2.030601, 5.146007, -2.975409], [-1.975322, 5.965559, -4.122410], [-1.022870, 6.986983, -4.159832], [-0.176543, 7.217615, -3.062648], [-0.348076, 6.482613, -1.879361], [-1.326914, 5.486414, -1.815191], [-2.654489, 3.912886, -2.971286], [-3.106321, 3.773365, -3.824466], [-2.643513, 5.769712, -4.963759], [-0.927848, 7.609692, -5.053803], [0.608364, 7.978532, -3.124464], [0.277445, 6.675883, -1.005029], [-1.518213, 4.927188, -0.900268], [1.739420, -2.259870, -1.733399], [2.752645, -3.340154, -0.828801], [2.593945, -4.671210, -0.890806], [3.383420, -5.675496, -0.145721], [4.115681, -5.014860, 1.002160], [4.760954, -3.728284, 0.549435], [3.755145, -2.862035, -0.062780], [1.862881, -4.989664, -1.519857], [4.114141, -6.142316, -0.825032], [2.692963, -6.462504, 0.191705], [4.886728, -5.701185, 1.366331], [3.410838, -4.826219, 1.820656], [5.549260, -3.928240, -0.184245], [5.205070, -3.186969, 1.385519], [3.998800, -1.894695, -0.234495]], "atomic_forces_ev_per_a": [[-1.8432, -2.0697, -0.9057], [-0.7210, -1.1905, 1.5210], [-1.3641, 0.1509, -1.1707], [-0.8347, 1.0885, 0.6679], [0.0857, -0.1859, 0.5749], [1.9399, -0.1861, 1.5126], [1.5387, 2.1154, -1.2084], [-0.7705, 0.2877, -0.3567], [0.2068, 0.0868, -0.2678], [-0.1113, 0.2113, -0.4415], [0.3210, 0.3450, -0.2407], [0.4715, 0.1471, 0.1155], [0.2880, -0.1356, 0.2066], [0.1779, -0.0125, 0.5520], [0.0723, -0.2260, -0.1038], [-0.0302, -0.2555, 0.0323], [0.2707, -0.2711, -0.1225], [-0.2222, -0.3070, 0.2861], [-0.1775, 0.2553, -0.2311], [-0.2659, -0.0305, 0.0703], [0.0141, 0.0333, 0.2192], [0.0993, 0.2158, -0.2623], [-0.0011, 0.0067, 0.2378], [0.1239, -0.2980, 0.0232], [0.1977, 0.2778, -0.2993], [-0.1185, -0.0517, 0.1581], [0.0136, 0.1600, -0.3227], [0.0520, -0.2161, 0.0279], [0.2910, 0.0186, 0.2455], [-0.2721, 0.0425, -0.0078], [-0.0666, -0.1806, -0.1527], [0.3284, -0.0709, 0.2961], [-0.0275, 0.1053, -0.2636], [-0.3477, 0.0567, -0.0299], [0.3187, 0.0820, 0.2217], [-0.0399, -0.2499, -0.1743], [-0.1131, 0.1424, -0.2459], [0.1747, -0.2213, 0.0043], [-0.1977, 0.1516, 0.1902], [-0.0131, 0.2278, -0.1118], [0.2378, -0.2763, -0.1859], [-0.1572, 0.2722, -0.1877], [0.2015, 0.1869, 0.2618], [0.0616, -0.2653, -0.0658], [0.1874, 0.1311, 0.0860], [-0.2440, 0.0983, 0.0102], [0.5535, 0.4602, -0.3372], [0.2807, -0.4634, 0.6814], [0.0231, 0.0923, 0.3536], [-0.0378, -0.1587, 0.0916], [-0.3148, 0.1916, -0.3803], [0.2503, -0.0992, -0.4799], [-0.6723, 0.0542, -0.3362], [0.1796, 0.2534, 0.4806], [0.3096, 0.0163, 0.1311], [-0.0700, -0.2542, 0.3342], [-0.4035, -0.2903, 0.0240], [-0.2431, 0.0979, -0.2759], [0.1327, 0.1846, -0.3467], [-0.0842, -0.0760, 0.0709], [0.8785, -1.3605, 0.6234], [-0.4518, 1.2732, -0.2424], [0.2313, -0.3414, -0.4159], [-0.2195, -0.2808, 0.3571], [0.4703, -0.0290, -0.0673], [-0.7470, 0.3292, -0.4731], [0.1766, -0.0264, 0.1792], [-0.3560, 0.1639, 0.0508], [0.2354, 0.3160, -0.0792], [-0.1806, 0.1504, 0.0311], [0.2710, -0.0098, -0.0391], [-0.0240, 0.0187, 0.0979], [-0.0093, -0.0610, -0.0572], [0.0861, -0.3477, -0.1394]], "mulliken_spin": [5.094, -0.020, -0.020, -0.019, -0.002, 0.015, -0.021, 0.001, 0.000, 0.000, -0.001, -0.003, -0.002, 0.000, -0.001, 0.001, -0.003, 0.002, 0.000, 0.000, 0.000, 0.000, 0.000, 0.000, 0.000, 0.000, 0.000, 0.000, 0.000, 0.000, 0.001, -0.001, 0.000, 0.000, 0.000, 0.000, 0.000, 0.000, 0.000, 0.000, -0.001, 0.000, 0.000, 0.000, -0.001, 0.001, 0.000, 0.000, 0.000, 0.000, 0.000, 0.000, 0.000, 0.000, 0.000, 0.000, 0.000, 0.000, 0.000, -0.020, -0.001, -0.001, 0.000, 0.000, 0.000, 0.000, 0.000, 0.000, 0.000, 0.000, 0.000, 0.000, 0.000, -0.001]}